Formula: C40H98AsF6N5O4
Source: the OMol25 dataset
Level of theory: ωB97M-V/def2-TZVPD

```
154
Properties=species:S:1:pos:R:3:lowdin_charge:R:1
As 0.6941 -0.2311 0.6234 0.705
F -0.1753 -1.7200 0.5086 -0.246
F 2.0095 -1.0548 1.4043 -0.244
F 1.6220 1.2244 0.8204 -0.256
F -0.6372 0.5950 -0.1511 -0.253
F -0.0173 0.0953 2.1629 -0.245
F 1.4151 -0.4979 -0.9238 -0.243
C 0.3683 -3.0555 -2.9933 -0.044
C -0.7508 -4.0634 -3.1599 -0.134
N -0.3969 -5.5242 -2.7998 -0.270
C -0.1778 -5.5893 -1.3436 0.014
C -1.6208 -6.3371 -3.1716 -0.156
C -1.3979 -7.8334 -3.0863 -0.037
C 0.8463 -5.9394 -3.5164 -0.088
C 0.7499 -6.0270 -5.0282 -0.227
O 0.7478 -4.7655 -5.6131 -0.203
C 0.7957 -4.8560 -7.0470 -0.043
H 0.1209 -2.0312 -2.7199 0.066
H 0.8849 -2.9979 -3.9512 0.082
H 1.0537 -3.3610 -2.2029 0.069
H -1.1826 -4.0916 -4.1534 0.127
H -1.5752 -3.8753 -2.4669 0.101
H 0.0555 -6.6084 -1.0370 0.115
H -1.0085 -5.1439 -0.8111 0.112
H 0.7661 -5.0893 -1.1227 0.104
H -1.8877 -6.0736 -4.1918 0.130
H -2.4078 -5.9986 -2.4999 0.134
H -1.2406 -8.1824 -2.0704 0.089
H -0.6104 -8.1160 -3.7835 0.081
H -2.2616 -8.3634 -3.4899 0.105
H 1.1638 -6.9030 -3.1244 0.143
H 1.6454 -5.2263 -3.3222 0.137
H -0.1151 -6.6125 -5.3811 0.127
H 1.5957 -6.6440 -5.3666 0.149
H 0.7390 -3.8447 -7.4318 0.096
H -0.0597 -5.4462 -7.3877 0.099
H 1.7120 -5.3402 -7.3889 0.101
C 0.2537 1.3415 -3.2564 -0.044
C -1.2503 1.5299 -3.1851 -0.141
N -1.6751 2.9505 -2.7759 -0.249
C -1.1133 3.2947 -1.4421 0.007
C -1.0697 3.9212 -3.7714 -0.171
C -1.7775 5.2487 -3.9250 -0.057
C -3.1812 3.0483 -2.8021 -0.075
C -3.9557 2.2229 -1.7664 -0.189
O -3.9340 0.8219 -1.9359 -0.235
C -4.7817 0.3560 -3.0027 -0.043
H 0.6460 1.2985 -2.2480 0.049
H 0.6850 2.0673 -3.9401 0.085
H 0.4461 0.3670 -3.7084 0.091
H -1.6894 0.8344 -2.4767 0.112
H -1.7577 1.4136 -4.1439 0.135
H -1.2202 4.3729 -1.3297 0.112
H -0.0715 3.0037 -1.4317 0.098
H -1.6376 2.7986 -0.6381 0.072
H -0.9943 3.4284 -4.7402 0.141
H -0.0462 4.1176 -3.4578 0.131
H -1.9090 5.7893 -2.9875 0.087
H -2.7396 5.1521 -4.4260 0.090
H -1.1865 5.8850 -4.5835 0.105
H -3.4782 2.7496 -3.8050 0.141
H -3.4198 4.0796 -2.5595 0.133
H -4.9914 2.5778 -1.7699 0.144
H -3.5217 2.3933 -0.7813 0.108
H -4.4086 0.7480 -3.9470 0.087
H -5.8237 0.5838 -2.7821 0.103
H -4.6609 -0.7255 -2.9961 0.092
C 2.5298 4.1203 4.9321 -0.041
C 1.5653 3.6694 3.8436 -0.164
N 0.6685 4.7281 3.2596 -0.277
C 1.5202 5.8220 2.6865 0.043
C -0.1634 4.1274 2.1422 -0.160
C -1.0942 3.0272 2.5798 -0.054
C -0.1987 5.3113 4.3381 -0.081
C -1.3006 6.2986 3.9146 -0.224
O -2.3487 6.1844 4.8074 -0.161
C -2.8490 7.3588 5.4296 -0.059
H 3.4071 4.5985 4.4928 0.088
H 2.9017 3.2864 5.5214 0.098
H 2.0805 4.8189 5.6310 0.081
H 0.9289 2.9071 4.2886 0.119
H 2.0804 3.1737 3.0199 0.135
H 2.1730 5.3659 1.9458 0.120
H 2.1308 6.2330 3.4836 0.113
H 0.8670 6.5877 2.2816 0.115
H 0.5801 3.8316 1.3981 0.122
H -0.6725 4.9721 1.6871 0.112
H -1.2848 2.3372 1.7586 0.054
H -2.0624 3.4434 2.8838 0.081
H -0.8397 2.4212 3.4444 0.080
H 0.3935 5.7692 5.1254 0.134
H -0.6331 4.4722 4.8920 0.144
H -1.6483 6.1484 2.8858 0.118
H -0.8233 7.2884 3.8933 0.132
H -2.3573 8.2803 5.0944 0.095
H -2.6764 7.3272 6.5046 0.098
H -3.9023 7.4778 5.1852 0.095
C 4.8538 -1.6175 -1.4599 -0.045
C 5.9350 -2.1841 -0.5639 -0.166
N 5.6515 -2.1542 0.9031 -0.255
C 4.3688 -2.8500 1.2329 0.017
C 6.8108 -2.8185 1.6422 -0.155
C 6.7546 -2.7615 3.1424 -0.047
C 5.5028 -0.7188 1.3639 -0.096
C 6.4035 0.3244 0.7545 -0.238
O 7.7235 -0.0934 0.7911 -0.198
C 8.6055 0.6844 -0.0342 -0.040
H 5.3666 -1.4227 -2.4057 0.101
H 4.4962 -0.6588 -1.0986 0.072
H 4.0651 -2.3289 -1.6781 0.071
H 6.9359 -1.7903 -0.7260 0.129
H 6.1112 -3.2415 -0.8021 0.144
H 3.9273 -2.4504 2.1375 0.100
H 4.6654 -3.8628 1.5189 0.114
H 3.7109 -2.8487 0.3795 0.086
H 7.7246 -2.3642 1.2719 0.128
H 6.7671 -3.8317 1.2350 0.135
H 7.5098 -3.4408 3.5402 0.105
H 5.8167 -3.0938 3.5925 0.088
H 6.9927 -1.7739 3.5315 0.087
H 5.5437 -0.7106 2.4504 0.129
H 4.4583 -0.4209 1.2191 0.121
H 6.2298 1.2185 1.3848 0.144
H 6.0655 0.7135 -0.2170 0.128
H 8.4406 0.4203 -1.0875 0.095
H 9.6149 0.4557 0.2777 0.102
H 8.3440 1.7438 0.0205 0.096
C -4.0573 -3.1302 -0.3654 -0.069
C -3.7752 -1.8602 0.4678 -0.219
C -4.8037 -1.7560 1.5524 -0.120
N -4.5467 -0.6640 2.5645 -0.283
C -3.3388 -0.9567 3.3933 0.051
C -5.7428 -0.5073 3.4736 -0.078
C -5.6249 0.9170 4.0756 -0.108
C -4.7443 1.6701 3.0735 -0.140
C -4.4351 0.6924 1.9475 -0.112
H -5.0115 -3.0917 -0.8913 0.086
H -4.1190 -3.9699 0.3277 0.085
H -3.2455 -3.2443 -1.0793 0.050
H -3.7687 -0.9814 -0.1780 0.095
H -2.7546 -2.0128 0.8247 0.097
H -4.9539 -2.6579 2.1457 0.149
H -5.7681 -1.4617 1.1334 0.142
H -3.1355 -0.0955 4.0190 0.111
H -2.4809 -1.0493 2.7243 0.092
H -3.4727 -1.9167 3.8804 0.125
H -5.7553 -1.2761 4.2393 0.145
H -6.6052 -0.5471 2.8115 0.139
H -5.1604 0.8224 5.0534 0.120
H -6.6427 1.2809 4.1742 0.128
H -3.8330 2.0413 3.5420 0.095
H -5.2230 2.5626 2.6694 0.126
H -3.4478 0.7650 1.4849 0.124
H -5.1205 0.7759 1.1021 0.141
```

Output
- 2S+1: 1
- Total charge: +4
- Energy: -4991.36644 Ha
- Maximum force: 1.63 eV Å⁻¹